{"formula": "C28H31EuN6O2", "method": "the ωB97M-V functional and the def2-TZVPD basis", "species": ["Eu", "C", "C", "C", "C", "C", "C", "C", "N", "N", "C", "C", "C", "C", "C", "C", "N", "C", "C", "C", "C", "C", "C", "N", "H", "H", "H", "H", "H", "H", "H", "H", "H", "H", "H", "H", "H", "H", "H", "H", "H", "H", "H", "H", "N", "C", "C", "C", "O", "O", "H", "H", "H", "H", "H", "H", "N", "C", "C", "C", "C", "C", "C", "H", "H", "H", "H", "H"], "coordinates": [[-0.54, 1.10, 0.45], [2.17, -0.56, -1.26], [0.91, -1.41, -1.20], [0.67, -1.97, 0.18], [1.24, -3.20, 0.50], [1.10, -3.72, 1.77], [0.32, -3.01, 2.67], [-0.22, -1.78, 2.30], [-0.02, -1.26, 1.07], [2.08, 0.81, -0.71], [2.09, 1.80, -1.80], [0.87, 1.86, -2.67], [0.92, 1.64, -4.03], [-0.32, 1.68, -4.78], [-1.49, 1.94, -4.06], [-1.46, 2.16, -2.71], [-0.28, 2.07, -1.96], [3.16, 1.07, 0.25], [2.80, 0.44, 1.59], [3.68, -0.32, 2.35], [3.32, -0.75, 3.65], [2.08, -0.33, 4.14], [1.25, 0.45, 3.37], [1.55, 0.84, 2.05], [2.47, -0.50, -2.31], [2.91, -1.08, -0.66], [1.15, -2.31, -1.84], [0.02, 0.08, -2.24], [1.93, -3.68, -0.21], [1.52, -4.64, 2.06], [0.20, -3.26, 3.69], [-0.83, -1.22, 3.01], [3.01, 1.64, -2.41], [2.16, 2.77, -1.27], [1.84, 1.41, -4.47], [-0.38, 1.56, -5.82], [-2.47, 1.90, -4.56], [-2.37, 2.28, -2.16], [3.16, 2.17, 0.37], [4.16, 0.78, -0.16], [4.61, -0.69, 1.97], [3.96, -1.35, 4.30], [1.90, -0.55, 5.23], [0.24, 0.75, 3.76], [-0.92, 3.24, 1.99], [-1.84, 3.09, 3.19], [-3.17, 2.39, 2.80], [-2.78, 1.12, 1.98], [-1.96, 0.29, 2.47], [-3.13, 1.05, 0.78], [0.05, 3.22, 2.30], [-1.05, 4.10, 1.48], [-2.08, 4.06, 3.68], [-1.26, 2.46, 3.91], [-3.72, 3.10, 2.18], [-3.76, 2.12, 3.66], [-0.24, -0.65, -1.61], [-1.40, -1.38, -1.95], [-1.81, -1.38, -3.27], [-2.91, -2.15, -3.63], [-3.54, -2.96, -2.70], [-3.13, -2.99, -1.41], [-2.08, -2.14, -1.01], [-1.24, -0.77, -4.00], [-3.20, -2.20, -4.68], [-4.35, -3.61, -3.02], [-3.66, -3.55, -0.64], [-1.88, -2.09, 0.07]], "total_charge": -1, "spin_multiplicity": 8, "total_energy_ha": -2274.8934, "homo_ev": [-1.32, -1.30]}

=====

{"formula": "C28H31N2O2PtS2", "method": "the ωB97M-V functional and the def2-TZVPD basis", "species": ["Pt", "O", "C", "C", "C", "C", "C", "C", "N", "H", "H", "H", "H", "H", "H", "H", "C", "C", "C", "C", "O", "H", "H", "H", "H", "H", "H", "H", "H", "H", "S", "C", "N", "C", "C", "S", "H", "H", "H", "H", "H", "C", "C", "C", "C", "C", "C", "C", "C", "C", "C", "C", "C", "C", "C", "C", "H", "H", "H", "H", "H", "H", "H", "H", "H", "H"], "coordinates": [[0.73, -0.20, 1.21], [1.26, -0.29, -2.10], [2.43, -1.05, -1.90], [2.19, -2.32, -1.12], [2.80, -3.52, -1.47], [2.55, -4.66, -0.72], [1.67, -4.57, 0.36], [1.10, -3.34, 0.64], [1.37, -2.25, -0.07], [0.91, -0.07, -1.22], [3.19, -0.47, -1.36], [2.83, -1.30, -2.89], [3.46, -3.56, -2.32], [3.02, -5.60, -0.97], [1.43, -5.43, 0.96], [0.41, -3.21, 1.46], [-2.17, 2.53, 2.44], [-0.81, 2.99, 1.94], [-0.76, 2.97, 0.42], [-0.49, 4.39, 2.46], [0.14, 2.07, 2.49], [-2.97, 3.17, 2.04], [-2.20, 2.57, 3.53], [-2.36, 1.51, 2.12], [-1.48, 3.68, 0.00], [-0.98, 1.96, 0.06], [0.24, 3.24, 0.07], [-1.24, 5.11, 2.11], [0.49, 4.71, 2.10], [-0.48, 4.39, 3.55], [3.07, 0.12, 1.40], [3.48, 1.76, 1.67], [2.72, 2.77, 1.83], [3.43, 3.99, 2.17], [4.86, 3.90, 1.63], [5.25, 2.14, 1.76], [1.04, 2.37, 2.23], [3.45, 4.10, 3.26], [2.92, 4.87, 1.76], [5.57, 4.49, 2.21], [4.91, 4.20, 0.59], [-1.18, -0.65, 1.01], [-2.38, -0.92, 0.88], [-3.73, -1.22, 0.75], [-4.65, -0.14, 0.41], [-4.18, 0.98, -0.29], [-5.02, 2.05, -0.59], [-6.35, 2.03, -0.19], [-6.83, 0.93, 0.52], [-5.99, -0.13, 0.81], [-4.17, -2.60, 0.95], [-3.39, -3.47, 1.73], [-3.76, -4.79, 1.92], [-4.91, -5.30, 1.32], [-5.68, -4.45, 0.53], [-5.32, -3.13, 0.35], [-3.14, 1.00, -0.59], [-4.62, 2.90, -1.13], [-7.00, 2.86, -0.42], [-7.86, 0.91, 0.85], [-6.38, -0.96, 1.39], [-2.49, -3.08, 2.19], [-3.14, -5.44, 2.53], [-5.20, -6.33, 1.47], [-6.57, -4.83, 0.04], [-5.91, -2.50, -0.30]], "total_charge": -1, "spin_multiplicity": 3, "total_energy_ha": -2261.2567, "homo_ev": [-3.39, -4.55]}

=====

{"formula": "C28H31N3O2", "method": "the ωB97M-V functional and the def2-TZVPD basis", "species": ["C", "C", "C", "O", "N", "C", "C", "C", "C", "N", "C", "C", "C", "C", "C", "C", "C", "C", "C", "C", "C", "C", "C", "C", "N", "C", "O", "C", "C", "C", "C", "C", "C", "H", "H", "H", "H", "H", "H", "H", "H", "H", "H", "H", "H", "H", "H", "H", "H", "H", "H", "H", "H", "H", "H", "H", "H", "H", "H", "H", "H", "H", "H", "H"], "coordinates": [[2.50, 1.76, 2.11], [2.01, 0.45, 1.50], [0.46, 0.40, 1.54], [-0.22, 1.26, 2.05], [-0.04, -0.73, 1.00], [-1.45, -1.06, 1.01], [-1.95, -1.50, -0.37], [-3.42, -1.73, -0.35], [-4.08, -2.92, -0.42], [-5.43, -2.72, -0.35], [-5.68, -1.39, -0.23], [-6.87, -0.69, -0.12], [-6.81, 0.68, 0.00], [-5.58, 1.35, 0.01], [-4.39, 0.67, -0.09], [-4.43, -0.72, -0.21], [2.54, -0.73, 2.27], [3.32, -1.49, 1.54], [3.45, -0.98, 0.13], [3.00, -2.01, -0.91], [3.97, -3.18, -1.01], [5.38, -2.68, -1.34], [5.85, -1.70, -0.27], [4.89, -0.52, -0.17], [2.54, 0.19, 0.16], [2.33, 0.95, -0.94], [2.87, 0.72, -2.01], [1.38, 2.10, -0.81], [1.86, 3.38, -0.60], [0.99, 4.46, -0.56], [-0.37, 4.25, -0.74], [-0.85, 2.98, -0.99], [0.03, 1.91, -1.03], [1.91, 2.60, 1.75], [2.38, 1.71, 3.19], [3.55, 1.91, 1.88], [0.60, -1.41, 0.60], [-1.97, -0.17, 1.35], [-1.63, -1.87, 1.73], [-1.43, -2.41, -0.68], [-1.72, -0.71, -1.10], [-3.68, -3.91, -0.53], [-6.13, -3.44, -0.40], [-7.82, -1.21, -0.13], [-7.72, 1.25, 0.08], [-5.58, 2.43, 0.11], [-3.45, 1.20, -0.07], [2.28, -0.86, 3.31], [3.83, -2.38, 1.87], [2.94, -1.51, -1.88], [2.00, -2.38, -0.65], [3.99, -3.74, -0.07], [3.63, -3.87, -1.79], [6.07, -3.53, -1.40], [5.36, -2.18, -2.31], [6.85, -1.33, -0.53], [5.93, -2.21, 0.69], [4.87, 0.01, -1.12], [5.22, 0.17, 0.61], [2.93, 3.54, -0.46], [1.37, 5.45, -0.38], [-1.05, 5.09, -0.71], [-1.90, 2.82, -1.17], [-0.34, 0.91, -1.25]], "total_charge": 0, "smiles": "C[C@]1(C(=O)NCCc2c[nH]c3ccccc23)C=CC2(CCCCC2)N1C(=O)c1ccccc1", "total_energy_ha": -1400.3756, "homo_ev": -7.98}

=====

{"formula": "C28H31N5O6PRuS5", "method": "the ωB97M-V functional and the def2-TZVPD basis", "species": ["Ru", "O", "C", "C", "C", "C", "C", "C", "C", "P", "C", "C", "C", "C", "C", "C", "C", "C", "C", "C", "C", "C", "H", "H", "H", "H", "H", "H", "H", "H", "H", "H", "H", "H", "H", "H", "S", "S", "S", "S", "N", "C", "N", "O", "H", "H", "H", "H", "C", "C", "S", "O", "O", "C", "C", "N", "C", "N", "C", "C", "N", "O", "O", "C", "H", "H", "H", "H", "H", "H", "H", "H", "H", "H", "H", "H", "H"], "coordinates": [[-0.12, -0.83, -0.14], [0.57, -3.34, -0.48], [0.42, -2.45, -1.28], [0.65, -2.49, -2.73], [1.22, -3.58, -3.38], [1.46, -3.49, -4.74], [1.13, -2.32, -5.43], [0.55, -1.24, -4.78], [0.30, -1.33, -3.41], [-0.58, -0.09, -2.40], [-2.28, -0.29, -3.00], [-2.68, 0.06, -4.29], [-3.96, -0.22, -4.73], [-4.85, -0.87, -3.89], [-4.46, -1.26, -2.62], [-3.18, -0.97, -2.18], [0.12, 1.46, -3.06], [1.50, 1.59, -2.99], [2.12, 2.73, -3.47], [1.36, 3.74, -4.06], [-0.02, 3.60, -4.14], [-0.64, 2.47, -3.63], [1.48, -4.47, -2.81], [1.91, -4.32, -5.26], [1.33, -2.26, -6.49], [0.31, -0.34, -5.32], [-1.98, 0.55, -4.96], [-4.26, 0.07, -5.73], [-5.86, -1.09, -4.24], [-5.15, -1.79, -1.98], [-2.86, -1.29, -1.20], [2.11, 0.80, -2.56], [3.20, 2.83, -3.41], [1.84, 4.62, -4.45], [-0.61, 4.39, -4.59], [-1.72, 2.40, -3.66], [2.12, -0.39, 0.00], [2.99, -1.82, 1.16], [1.68, -2.23, 2.71], [-0.18, -1.91, 2.19], [-2.71, 4.70, -0.68], [-1.80, 3.69, -0.85], [-0.49, 4.05, -0.74], [-2.15, 2.53, -1.04], [-2.45, 5.66, -0.69], [-3.67, 4.47, -0.89], [-0.20, 5.01, -0.61], [0.20, 3.36, -0.96], [-6.50, 2.92, 6.65], [-6.01, 1.88, 5.66], [-5.51, 2.59, 4.09], [-5.84, 3.99, 4.05], [-5.98, 1.72, 3.03], [-3.73, 2.47, 4.07], [-3.24, 3.01, 2.72], [-2.05, 2.31, 2.24], [-2.07, 1.24, 1.43], [-0.83, 0.89, 1.08], [0.02, 1.76, 1.71], [-0.72, 2.63, 2.43], [-0.25, 3.69, 3.26], [-1.04, 4.21, 4.03], [0.93, 3.96, 3.17], [-3.29, 0.53, 0.97], [-6.85, 2.42, 7.55], [-7.32, 3.50, 6.23], [-5.71, 3.61, 6.93], [-6.77, 1.15, 5.39], [-5.14, 1.33, 6.04], [-3.48, 1.41, 4.19], [-3.32, 3.04, 4.90], [-3.01, 4.07, 2.80], [-4.01, 2.89, 1.96], [1.09, 1.70, 1.63], [-4.20, 0.94, 1.42], [-3.23, -0.53, 1.26], [-3.36, 0.61, -0.11]], "total_charge": 1, "spin_multiplicity": 5, "total_energy_ha": -4237.7390, "homo_ev": [-10.21, -11.27]}